Below is a 8-piece molecular cluster, C27H48O14 overall at a distorted geometry, with properties calculated with the ωB97M-V functional and the def2-TZVPD basis.

The geometry in XYZ format:
```
89
Properties=species:S:1:pos:R:3:forces:R:3
H -2.064208 -2.780089 3.101291 0.0 -0.2 0.2
H -1.330795 -1.195744 3.139152 0.1 0.1 0.2
H -1.671792 -1.799596 -2.564079 0.0 0.1 -0.1
H -0.008963 -0.119784 -4.016134 0.1 0.0 0.1
H 2.519220 3.664480 1.426499 0.1 0.1 0.1
H 3.697860 2.446762 4.844063 -0.2 0.2 0.1
H -4.149881 -2.398126 -0.562466 0.1 -0.1 -0.1
C 0.325791 1.294113 -1.034001 1.0 -0.2 0.1
H -2.801405 2.941801 5.720655 0.0 -0.1 0.0
H -4.402674 4.072151 4.387296 0.0 -0.3 -0.1
H -0.354738 -8.193962 -1.016989 -0.2 -0.1 -0.1
O 3.125579 1.005601 2.942907 0.0 0.0 -0.1
H -3.141837 -0.966913 -0.447893 0.1 0.0 -0.1
H 0.900793 -7.478256 -2.051458 0.0 0.1 0.1
H 4.847167 3.336909 3.872083 0.0 -0.1 -0.3
C 1.455166 -0.503316 -5.548776 0.6 0.4 1.1
O -3.214565 3.370246 2.842540 -0.1 0.0 -0.1
C -2.856448 -0.120820 5.251952 0.8 -1.4 -0.3
H -2.033262 0.462821 4.831759 -0.3 0.4 0.0
H 6.337089 2.049881 -1.827217 0.2 0.3 -0.2
C 6.132723 1.628385 -2.809667 -0.3 -0.7 0.4
C 0.657423 -0.122717 -0.608486 -0.6 -0.8 -0.9
H -1.098857 -2.316657 4.529703 0.2 0.0 -0.1
H 3.043045 -1.773954 -6.332135 0.1 0.1 -0.2
H 1.065392 1.924208 -0.521625 -0.5 0.2 0.1
H 0.272320 -0.462505 1.453684 0.1 -0.1 0.0
C -0.174254 -0.723361 0.488275 -0.8 0.6 0.7
C 1.998015 -1.540546 -6.523955 -0.3 -0.2 -0.1
C 3.793892 3.047257 3.940944 0.3 -0.2 0.2
H -3.194044 5.204756 3.804206 0.0 -0.1 -0.2
H -2.554469 -2.119020 -4.094753 0.0 0.1 0.0
H 0.039670 -4.480936 -2.117312 0.4 0.0 -0.2
H 2.896451 2.085278 0.705706 0.0 0.0 0.1
H -2.594511 -0.402016 6.270869 -0.4 0.5 0.2
C -3.383997 4.147259 4.015664 0.2 0.7 0.4
C 4.662201 1.721166 -3.163887 0.3 0.2 -0.1
H 2.826190 2.100280 -2.153605 0.0 0.0 -0.1
C 3.360306 2.179712 2.780634 -0.2 0.2 0.1
C -2.086186 2.651593 2.929148 -0.1 -0.2 0.2
C -2.332423 3.606311 4.993478 0.0 0.0 -0.2
C 1.190786 0.252126 -7.686669 -0.1 -0.1 0.3
H -0.777891 -7.244764 -2.479751 -0.1 0.0 0.1
H 4.205629 2.905437 -1.383545 0.1 -0.2 0.0
C 3.222003 2.833207 1.429360 0.2 -0.5 -0.4
C -4.759627 -0.024126 4.023611 0.7 -0.2 0.1
C -3.984269 -1.403567 -0.981626 -0.4 0.3 0.0
H -0.691191 1.583557 -0.800776 0.0 0.2 0.1
H 6.394949 0.568834 -2.739512 0.0 0.0 -0.2
H 6.736984 2.055149 -3.605484 0.1 0.2 0.1
H 3.564629 3.532075 -2.870790 0.0 -0.1 -0.2
C 0.434111 -0.960220 -4.542808 -0.9 -1.0 -0.6
H 1.627579 -4.947433 -1.357557 -0.1 -0.5 -0.6
H 0.570696 1.400639 -2.089857 -0.2 -0.1 -0.1
O -4.702237 -1.131238 -3.215146 0.0 0.3 -0.2
C 0.548490 -4.859785 -1.228090 0.1 0.8 0.6
H -1.070194 4.262890 6.615796 -0.1 -0.1 -0.1
O -0.874877 -6.071686 0.207128 -0.1 0.0 0.2
O -1.497831 2.799347 4.135779 -0.1 0.1 0.0
H 3.234317 3.980193 4.002160 -0.2 -0.1 0.0
H 0.820136 -1.703448 -3.843596 0.4 0.4 0.2
O 0.916030 0.521811 -6.392129 -0.1 -0.2 -0.3
H -0.366644 -1.792631 0.449507 0.6 -0.1 -0.3
C -0.178463 -6.093109 -0.778790 0.0 -0.1 0.0
H -0.656497 5.024835 5.113199 -0.2 0.0 -0.4
C -2.589685 -2.194559 -3.009915 0.4 0.1 -0.1
H -2.592516 -3.259765 -2.762682 -0.3 0.1 0.2
O 4.217192 1.142246 -4.123037 -0.1 -0.3 -0.2
O 1.485316 -0.776396 -1.207880 0.2 0.2 0.2
C -3.814208 -1.483960 -2.480962 -0.1 -1.0 0.3
O 1.841924 -0.923512 -7.803057 0.3 -0.2 0.0
C -1.502009 4.657878 5.692273 0.1 0.0 0.8
O 0.892208 0.942599 -8.602500 0.0 0.2 -0.2
H 0.478405 -4.093358 -0.453476 -0.4 -0.1 0.0
O -5.789748 0.372916 3.609894 -0.4 0.2 -0.2
C 3.775974 2.602212 -2.336609 -0.3 0.4 0.5
H -2.126929 5.503165 5.990473 0.0 0.0 -0.1
H 4.206883 3.176454 1.100091 -0.1 0.3 0.1
C -1.789986 -1.961754 3.766617 -0.3 0.3 -0.3
H 1.430083 -2.474746 -6.527384 -0.1 0.1 0.1
H -3.435936 -2.183591 5.111422 -0.3 0.0 -0.2
O -4.133888 0.481191 5.131049 0.1 0.3 0.1
H -4.890441 -0.821325 -0.807009 0.2 0.0 0.2
C -0.097901 -7.336064 -1.630637 0.5 0.0 -0.1
H 2.267551 -0.051040 -4.974082 0.1 0.1 -0.3
O -4.018519 -1.017096 3.482726 -0.1 -0.1 0.3
C -3.018291 -1.416830 4.448363 0.0 0.2 0.0
O -1.672003 1.943160 2.070137 0.2 -0.2 -0.3
H -0.375783 -1.508586 -5.045395 0.0 0.3 -0.1
H -1.161290 -0.250026 0.503135 0.1 0.1 0.1
```
Forces are in eV/Å.

For the HOMO-LUMO gap, the calculation gives 9.709 eV. For the HOMO energy, the calculation gives -0.349 hartree. The value obtained for the total energy is -2110.98285 hartree.

Charge distribution, Mulliken scheme, values in e:
1 H 0.41
2 H 0.02
3 H -0.03
4 H 0.22
5 H 0.42
6 H 0.34
7 H 0.33
8 C -0.83
9 H 0.18
10 H 0.32
11 H 0.32
12 O -0.55
13 H -0.09
14 H 0.34
15 H 0.34
16 C 0.82
17 O -0.34
18 C -0.20
19 H 0.12
20 H 0.30
21 C -1.08
22 C 1.04
23 H 0.41
24 H 0.29
25 H 0.00
26 H 0.35
27 C -0.66
28 C -0.35
29 C -1.24
30 H 0.33
31 H 0.31
32 H 0.18
33 H -0.10
34 H 0.37
35 C -0.53
36 C 0.65
37 H -0.22
38 C 0.76
39 C 0.58
40 C 0.77
41 C 0.59
42 H 0.27
43 H 0.05
44 C -0.68
45 C 0.68
46 C -0.65
47 H 0.42
48 H 0.33
49 H 0.30
50 H 0.35
51 C -1.33
52 H 0.41
53 H 0.17
54 O -0.57
55 C -0.64
56 H 0.38
57 O -0.55
58 O -0.37
59 H 0.32
60 H 0.37
61 O -0.38
62 H 0.22
63 C 0.70
64 H 0.35
65 C -0.63
66 H 0.38
67 O -0.54
68 O -0.63
69 C 0.67
70 O -0.36
71 C -1.61
72 O -0.54
73 H 0.07
74 O -0.53
75 C -0.16
76 H 0.39
77 H 0.37
78 C -1.19
79 H 0.26
80 H 0.23
81 O -0.37
82 H 0.35
83 C -1.09
84 H 0.00
85 O -0.36
86 C 0.41
87 O -0.49
88 H 0.42
89 H -0.06